Formula: C20H43BN3O2RhSi2
Source: the Open Molecules 2025 dataset
Level of theory: the ωB97M-V functional and the def2-TZVPD basis

Each line ends with the Löwdin charge.
Atoms and positions in Å:
H  -1.005  4.605  -2.209  0.142
H  3.878  -0.083  1.600  0.054
C  -0.774  0.200  4.531  -0.002
C  -1.694  1.963  2.867  -0.445
H  -0.049  2.705  4.063  0.094
H  -3.767  3.809  -1.464  0.176
C  0.137  -3.859  -1.142  -0.007
H  -3.072  -1.038  4.105  0.103
C  -1.749  0.484  3.402  -0.447
H  -2.869  -1.514  -1.248  0.116
H  -1.078  0.699  5.451  0.103
H  -1.102  3.957  3.397  0.094
H  -3.248  -3.960  -1.073  0.117
H  0.050  -1.706  -4.224  0.044
H  0.240  0.518  4.283  0.097
C  1.711  -2.327  1.760  -0.153
B  -0.662  0.529  1.394  -0.646
N  -0.005  2.258  -1.106  -0.025
N  -0.813  -1.672  -1.319  0.010
H  0.916  -3.028  1.496  0.040
C  -3.026  2.478  2.347  -0.017
H  0.719  2.664  -1.691  0.105
H  0.084  -0.042  -3.640  0.006
Si  2.178  -1.237  -3.037  0.444
H  -3.819  0.036  2.922  0.088
H  1.019  -0.501  -5.075  0.046
H  -1.646  2.988  4.764  0.108
H  1.258  -1.520  2.338  0.020
C  -2.037  -2.207  -1.228  -0.104
C  3.105  -2.669  -3.764  -0.151
C  -1.347  2.535  -1.606  -0.239
H  -1.607  4.418  -0.552  0.138
H  -1.261  -5.474  -0.983  0.125
H  2.478  -3.561  -3.820  0.045
H  -3.299  5.285  -2.027  0.182
H  4.264  0.016  -2.502  0.040
H  -2.871  3.461  1.896  0.081
Si  2.657  -1.721  0.276  0.431
H  1.020  -4.483  -1.098  0.128
C  0.693  -0.834  -4.086  -0.172
C  -1.133  -4.403  -1.078  -0.017
H  4.203  0.186  -0.118  0.033
H  4.000  -2.916  -3.194  0.028
C  3.421  -0.042  0.607  -0.177
H  -2.057  1.989  -0.977  0.116
C  -1.081  2.957  3.832  0.001
H  4.592  -2.651  -0.998  0.029
H  -0.757  -0.873  4.714  0.104
H  2.410  -2.857  2.414  0.052
H  -3.551  0.589  4.585  0.106
H  -3.449  1.801  1.600  0.089
H  -3.753  2.593  3.150  0.103
H  3.644  -3.935  -0.229  0.047
H  -3.213  3.966  -3.010  0.179
N  -3.077  4.286  -2.048  0.208
H  3.416  -2.420  -4.782  0.051
H  0.098  2.612  -0.154  0.073
H  2.851  1.034  -2.232  0.010
H  2.728  0.807  0.625  0.008
O  -1.287  -0.308  2.252  0.084
O  -0.807  1.866  1.692  0.023
C  0.264  -2.482  -1.274  -0.402
Rh  0.439  0.006  -0.389  1.036
C  1.539  -1.716  -1.310  -0.319
C  4.027  -2.921  -0.106  -0.146
H  -1.433  2.146  -2.623  0.127
C  -2.243  -3.566  -1.124  -0.033
H  4.715  -2.917  0.745  0.055
H  3.413  0.708  -3.877  0.046
C  3.274  0.266  -2.887  -0.171
C  -1.664  4.026  -1.566  -0.116
C  -3.135  -0.004  3.768  0.001

Its LUMO energy (spin up / spin down) is -5.9 / -7.2 eV. The spin multiplicity is 5. The energy relative to the best compared isomer or geometry (same formula, charge and spin) is 0.5075 eV. The electronic energy is -49430.031 eV. As for the total charge: +2. The HOMO-LUMO gap (spin up / spin down) comes out at 6.93 / 6.95 eV. As for the expectation value of S²: 6.01. For the HOMO energy (spin up / spin down), the calculation gives -12.823 / -14.171 eV.


Formula: C20H43Br2N3O6
Source: the Open Molecules 2025 dataset
Level of theory: the ωB97M-V functional and the def2-TZVPD basis

Each line ends with the Löwdin charge.
Atoms and positions in Å:
C  3.844  2.911  -5.395  -0.327
N  -4.035  0.006  1.295  0.013
H  -0.376  -6.572  -0.855  0.101
H  -4.434  1.328  -0.257  0.116
H  3.477  0.043  0.010  0.113
H  2.591  3.631  1.287  0.088
N  0.447  -1.813  -2.293  0.202
H  -0.521  1.584  1.333  0.066
H  -0.831  2.134  3.393  0.059
C  -2.467  1.777  0.444  -0.352
H  -4.168  -4.318  0.536  0.113
C  -0.427  1.756  5.917  -0.087
H  1.383  1.193  4.889  0.114
O  -2.727  2.264  1.775  -0.089
C  0.204  2.761  -1.109  -0.628
C  1.381  -0.307  0.627  -0.127
H  -0.247  -7.517  -2.346  0.108
H  1.912  0.673  -1.237  0.090
H  0.129  -4.479  -2.158  0.038
O  -2.950  -2.932  1.390  -0.101
H  5.871  3.082  -6.131  0.075
C  2.908  -0.591  0.699  -0.216
H  -1.184  0.071  0.707  0.137
C  0.869  3.607  -0.004  -0.725
H  -3.733  -4.325  3.570  0.073
H  0.935  2.894  4.683  0.110
H  2.488  4.234  -5.858  0.085
H  -2.533  2.629  -0.242  0.127
O  3.333  -0.239  2.034  -0.082
H  0.060  2.009  6.861  0.074
H  -3.296  -0.612  1.597  0.039
H  1.169  0.357  1.461  0.086
H  -1.280  2.423  5.776  0.075
C  5.024  3.726  -5.890  -0.092
H  -0.719  3.278  -1.377  0.076
H  1.823  -5.963  -1.213  0.075
C  -3.538  -4.232  1.420  -0.313
H  4.170  0.226  1.991  0.079
C  0.101  -6.617  -1.841  -0.327
N  -1.828  0.652  -2.767  0.223
H  3.527  2.190  -6.155  0.112
C  -1.070  1.142  0.505  -0.086
H  -0.818  0.740  5.984  0.076
C  -0.237  -5.381  -2.653  -0.098
C  -1.114  0.913  -1.917  -0.245
H  2.481  2.164  0.335  0.072
H  -4.819  -5.420  2.696  0.074
C  0.671  -0.925  -1.613  -0.190
C  1.884  2.889  0.897  -0.122
O  2.740  3.753  -5.063  -0.197
Br  1.305  2.871  -2.737  0.896
O  1.510  -6.751  -1.668  -0.089
H  -3.245  0.055  -0.684  0.095
C  -3.586  0.734  0.108  -0.216
H  -5.144  -3.677  2.746  0.075
H  -4.857  -0.521  1.036  0.066
C  0.543  1.874  4.757  -0.307
C  1.007  0.269  -0.780  -0.231
O  -0.088  1.529  3.525  -0.117
H  -3.394  2.948  1.671  0.093
H  -2.381  -2.854  2.163  0.081
C  -4.359  -4.431  2.680  -0.091
Br  -0.425  4.550  1.140  0.767
H  4.753  4.294  -6.784  0.073
H  -1.315  -5.286  -2.793  0.074
C  -0.199  1.292  -0.779  -0.365
H  0.242  -5.425  -3.632  0.077
H  0.896  -1.280  0.723  0.119
H  5.334  4.446  -5.132  0.076
H  4.111  2.362  -4.493  0.103
H  -2.746  -4.984  1.352  0.106
H  3.130  -1.654  0.580  0.118
H  1.422  2.439  1.779  0.049
H  1.416  4.400  -0.512  0.057

Its LUMO energy is 0.4 eV. The electronic energy is -178275.133 eV. The HOMO-LUMO gap comes out at 9.22 eV. For the HOMO energy, the calculation gives -8.870 eV.


What is the formula in the second record?
C20H43Br2N3O6


Look up the electronic energy of the first one.
-49430.031 eV


Among the records above, which one has the lowest electronic energy?
C20H43Br2N3O6


What is the formula in the first record?
C20H43BN3O2RhSi2